1.
C2CoF3O3 | wB97M-V/def2-TZVPD

Values from the calculation:
* 2S+1: 6
* expectation value of S²: 8.760
* Kohn-Sham gap (alpha / beta): 9.276 / 7.870 eV
* total charge: +1

Last column: natural (NBO) charge in e.
Positions of all 9 atoms, in Å:
C: -1.260 0.102 -0.025  1.162
F: -1.032 1.388 -0.262  -0.291
F: -1.492 -0.047 1.274  -0.287
F: -2.354 -0.255 -0.684  -0.268
O: 1.836 -1.395 -0.455  -0.471
C: 1.034 -0.551 -0.020  0.939
O: -0.254 -0.687 -0.481  -0.464
O: 1.362 0.454 0.639  -0.511
Co: 3.243 -0.021 0.131  1.189



2.
C2F2O2 | wB97M-V/def2-TZVPD

Values from the calculation:
* energy above the lowest of the compared OMol25 structures with the same formula, charge and spin: 0.0 kcal/mol
* Kohn-Sham gap: 13.544 eV

Last column: natural (NBO) charge in e.
Positions of all 6 atoms, in Å:
C: -1.276 0.215 0.349  1.123
C: 2.271 -0.108 -0.978  0.502
O: -1.911 -0.757 0.113  -0.535
O: 2.641 -1.059 -0.454  -0.502
F: -1.138 1.266 -0.444  -0.302
F: -0.587 0.443 1.414  -0.286